# 1
{
  "formula": "C3H7OS",
  "method": "wB97M-V/def2-TZVPD",
  "total_energy_ha": -591.915364,
  "e_homo_ev": -2.4,
  "charge": -1,
  "e_above_lowest_ev": 1.440,
  "orbital_gap_ev": 6.3,
  "symbols": ["H", "O", "H", "S", "C", "H", "H", "H", "H", "H", "C", "C"],
  "xyz": [[1.8687, -0.9257, 1.8045], [-0.9913, 1.0579, 0.3822], [1.4945, -2.3922, 2.1840], [1.2346, -2.1699, -0.2612], [2.0284, -1.9298, 1.3123], [-2.9387, 2.2950, -0.9422], [-2.1876, 1.9185, -2.5326], [-0.2034, 0.7903, -1.5089], [3.0683, -2.2281, 1.3837], [-0.2517, 0.4703, 0.6000], [-2.0689, 1.9176, -1.4515], [-1.0529, 1.1960, -0.9703]],
  "forces_ev_per_angstrom": [[0.8586, 0.0211, -1.1607], [0.5928, -0.3071, 0.0470], [0.3149, -0.9275, -0.7714], [-0.3252, 0.2598, -0.5529], [-1.2088, 0.8425, 2.6246], [0.2311, -0.0475, 0.6850], [0.2509, 0.2704, 0.0284], [-0.3059, -0.1587, -0.2392], [0.2790, 0.1145, -0.0556], [-0.0509, -0.2758, -0.1178], [0.1652, -0.8172, -1.8168], [-0.8017, 1.0254, 1.3295]],
  "mulliken_charge": [0.1564, -0.4906, 0.2029, -0.7006, -0.8452, 0.2541, 0.2254, 0.2978, 0.2513, 0.3001, -0.7903, 0.1387]
}



# 2
{
  "formula": "C3H3N2S",
  "method": "wB97M-V/def2-TZVPD",
  "total_energy_ha": -623.821966,
  "e_homo_ev": -2.2,
  "charge": -1,
  "e_above_lowest_ev": 1.005,
  "orbital_gap_ev": 6.3,
  "smiles": "[S-]c1ncc[nH]1",
  "symbols": ["H", "N", "H", "S", "H", "C", "N", "C", "C"],
  "xyz": [[1.9875, -0.0383, -0.0092], [0.9719, 0.0504, -0.0532], [0.0635, 2.0383, -0.4829], [1.2272, -2.4252, 0.6779], [-2.2278, 0.9502, -0.2069], [0.3623, -1.0990, 0.1331], [-1.1231, -0.8416, 0.3964], [-1.2626, 0.3687, -0.1256], [0.0011, 0.9965, -0.3297]],
  "forces_ev_per_angstrom": [[-0.5166, 0.8769, -0.3442], [-0.3821, 0.6411, -1.2146], [0.8962, 0.8042, -0.2988], [0.6097, -1.3932, -0.0726], [1.0532, -0.9133, 0.1656], [-4.6097, -0.5775, 3.8301], [3.5312, -2.0702, -2.4278], [1.7500, 2.4498, 0.5143], [-2.3318, 0.1822, -0.1520]],
  "mulliken_charge": [0.2096, -0.0374, 0.3809, -0.6093, 0.3074, -0.1013, -0.5938, -0.0610, -0.4953]
}



# 3
{
  "formula": "C5H10O2",
  "method": "wB97M-V/def2-TZVPD",
  "total_energy_ha": -346.845711,
  "e_homo_ev": -8.3,
  "charge": 0,
  "e_above_lowest_ev": 4.890,
  "orbital_gap_ev": 8.8,
  "symbols": ["O", "H", "H", "H", "H", "C", "C", "O", "C", "H", "H", "H", "H", "C", "C", "H", "H"],
  "xyz": [[1.5359, 0.2081, -0.0915], [-2.0962, -1.4180, -0.9398], [-2.3578, -0.8744, 0.7281], [-1.2831, 1.1082, -1.5878], [0.3772, -1.5112, -0.3336], [2.6822, -0.4444, 0.4073], [0.3443, -0.5177, 0.1556], [-1.4389, 2.2906, -1.1204], [-2.1540, -0.5270, -0.2988], [-0.4120, 2.2492, 0.6552], [2.8006, -1.4522, -0.0289], [3.5502, 0.1642, 0.1307], [2.6520, -0.5492, 1.5068], [-0.8378, 0.2628, -0.3792], [-0.8670, 1.6673, -0.1551], [-3.0160, 0.0622, -0.6320], [0.2441, -0.7154, 1.2462]],
  "forces_ev_per_angstrom": [[-0.0639, -0.1421, 0.0841], [-0.0031, 0.2409, 0.1514], [0.0678, 0.0874, -0.1980], [0.0553, 0.1453, 0.1543], [0.0372, 0.2719, 0.0771], [0.1874, -0.0893, 0.0653], [-0.1839, -0.0599, 0.0122], [0.1306, -0.4802, 0.2331], [-0.0572, 0.0218, -0.0181], [-0.0917, -0.0845, -0.1441], [-0.0704, 0.2495, 0.0637], [-0.2090, -0.1459, 0.0791], [-0.0435, 0.0547, -0.2604], [0.0457, 0.0227, 0.0046], [-0.0425, -0.1017, -0.1529], [0.2009, -0.0875, 0.0842], [0.0403, 0.0969, -0.2357]],
  "mulliken_charge": [-0.2792, 0.3227, 0.3018, 0.4218, 0.3669, -0.7155, -0.6773, -0.4767, -1.2418, 0.3694, 0.2898, 0.2444, 0.2952, 0.2391, -0.1153, 0.3620, 0.2927]
}



# 4
{
  "formula": "C5H6FN",
  "method": "wB97M-V/def2-TZVPD",
  "total_energy_ha": -348.716181,
  "e_homo_ev": -8.3,
  "charge": 0,
  "e_above_lowest_ev": 0.437,
  "orbital_gap_ev": 9.3,
  "smiles": "Cc1c[nH]c(F)c1",
  "symbols": ["H", "N", "C", "H", "C", "H", "F", "C", "C", "H", "H", "C", "H"],
  "xyz": [[-1.8704, 0.1729, -1.8095], [0.9632, -0.9286, 1.2478], [0.5347, 0.3007, 1.7029], [1.4044, -1.5642, 1.8745], [0.4561, -1.1223, -0.1080], [-0.7446, 1.8192, 0.8477], [0.7906, 0.5959, 2.9581], [-0.8265, 0.3724, -1.7194], [-0.2090, 0.0372, -0.4178], [-0.6787, 1.4961, -1.8828], [0.7308, -1.9101, -0.8191], [-0.2566, 0.8568, 0.7510], [-0.2940, -0.1260, -2.6253]],
  "forces_ev_per_angstrom": [[-0.7872, -0.2318, 0.1275], [-0.7212, 0.4585, -1.6969], [-0.5284, -2.2646, -1.5166], [0.2561, -0.5499, -0.0694], [0.8548, 1.0829, 1.4453], [0.0739, -0.1373, -0.1064], [0.0793, 0.4512, 0.4653], [1.8631, 1.4235, -2.1791], [-0.1103, -1.1164, 0.7742], [-0.3396, -1.4364, 0.0565], [0.0816, 0.1948, 0.9268], [0.1378, 1.4657, 0.1198], [-0.8599, 0.6599, 1.6532]],
  "mulliken_charge": [0.2481, -0.0284, 0.2071, 0.1976, -0.8349, 0.3660, -0.2680, -1.0130, 0.8520, 0.2705, 0.3485, -0.6340, 0.2885]
}



# 5
{
  "formula": "CF2NPS",
  "method": "wB97M-V/def2-TZVPD",
  "total_energy_ha": -1032.115076,
  "e_homo_ev": -11.4,
  "charge": 0,
  "e_above_lowest_ev": 2.200,
  "orbital_gap_ev": 8.5,
  "symbols": ["S", "N", "F", "C", "F", "P"],
  "xyz": [[1.0419, 1.6557, 1.5197], [-1.7433, -2.2703, 0.2441], [-0.2009, 1.4179, -1.1928], [-1.1355, -1.3139, 0.2858], [1.5849, -0.0878, -0.8777], [0.4529, 0.5984, 0.0210]],
  "forces_ev_per_angstrom": [[-0.8474, -1.4004, -1.3127], [-1.3639, -1.9735, 0.0513], [0.2289, -1.3804, 1.7471], [3.7677, 4.7910, -0.6455], [-1.6190, 0.2734, 1.4168], [-0.1662, -0.3101, -1.2571]],
  "mulliken_charge": [-0.1773, -0.2579, -0.1804, -0.0416, -0.1761, 0.8332]
}



# 6
{
  "formula": "C13H14Br4IrN3O10P2",
  "method": "wB97M-V/def2-TZVPD",
  "spin_multiplicity": 2,
  "total_energy_ha": -12503.615186,
  "e_homo_ev": [-11.0, -11.3],
  "charge": 1,
  "e_above_lowest_ev": 0.000,
  "orbital_gap_ev": [7.7, 6.2],
  "symbols": ["H", "C", "O", "H", "O", "H", "Ir", "O", "C", "N", "O", "P", "H", "H", "O", "O", "O", "C", "N", "C", "C", "O", "Br", "H", "H", "H", "Br", "C", "C", "C", "P", "O", "H", "H", "N", "C", "Br", "O", "H", "H", "C", "H", "C", "C", "C", "Br", "H"],
  "xyz": [[1.6056, -1.7994, 1.7664], [1.4566, -4.0256, -2.5642], [0.6163, 1.7009, 0.6057], [-3.9899, 0.6369, 4.4618], [1.5407, 0.5963, -3.0342], [-0.0352, 4.8557, -1.3780], [-0.3771, -0.0152, 0.0060], [1.8240, 3.6358, -2.6377], [-0.3781, 3.9014, -1.7787], [-2.3123, 0.1027, 3.3460], [1.7850, 3.9175, 0.4860], [1.4713, 2.5775, -0.2880], [-0.8043, 4.0704, -2.7660], [-2.2919, -0.5902, 5.2996], [-1.2763, -1.7050, -0.6036], [-0.4169, 1.8471, -4.1161], [-0.7046, 0.7234, -1.8333], [-0.4639, -2.4520, -1.2614], [1.1993, -1.8858, 2.6877], [0.0641, -4.3988, -2.5753], [-0.8714, -3.6352, -1.9269], [2.8950, 1.9829, -0.5858], [-2.6926, -4.0500, -1.8638], [-1.1497, 3.4742, -1.1364], [3.3574, 1.5829, 0.1610], [1.7241, 0.4538, -3.9726], [-0.4671, -5.9448, -3.4781], [0.0594, -1.2593, 2.9557], [-0.5863, -1.2859, 4.2288], [1.8752, -2.8938, -1.9074], [0.1948, 1.4545, -2.8475], [1.2514, -1.0115, -0.6018], [1.0249, 4.3333, 0.9123], [-4.2658, 0.5139, 2.7078], [-0.5188, -0.5705, 1.9812], [0.8075, 2.9469, -1.9339], [3.6656, -2.3473, -1.8067], [-2.0639, 0.7288, 1.1326], [-0.1699, -1.8345, 5.0588], [2.4877, 3.0057, -2.9467], [-1.6711, 0.1171, 2.1531], [1.6794, -2.4246, 3.3869], [0.9273, -2.0765, -1.2616], [-1.7471, -0.6065, 4.3664], [-3.5743, 0.8412, 3.4800], [2.7061, -5.0953, -3.4451], [-3.3904, 1.9070, 3.3672]],
  "forces_ev_per_angstrom": [[-0.0012, -0.0117, 0.0014], [-0.0293, -0.0153, 0.0060], [-0.0967, 0.0868, -0.0298], [0.0018, -0.0010, 0.0010], [0.1524, -0.0582, -0.0053], [-0.0041, 0.0019, 0.0031], [0.1548, -0.1598, 0.3832], [0.0116, -0.0060, -0.0135], [0.0284, -0.0079, 0.0003], [0.0062, -0.0009, 0.0168], [-0.0040, -0.0305, 0.0027], [0.0802, -0.0955, 0.0572], [-0.0015, 0.0031, 0.0003], [-0.0003, 0.0011, -0.0001], [-0.0285, 0.0479, 0.0066], [0.0601, -0.0214, -0.0579], [0.2455, -0.1400, -0.1323], [0.0606, 0.0072, -0.0124], [0.0070, 0.0184, -0.0039], [0.0293, 0.0098, 0.0030], [-0.0303, 0.0053, -0.0081], [-0.0485, 0.0049, -0.0191], [0.0099, 0.0029, -0.0006], [-0.0042, 0.0003, 0.0025], [0.0198, 0.0076, 0.0022], [-0.0369, 0.0075, -0.0102], [-0.0049, -0.0027, -0.0021], [-0.0080, -0.0207, -0.0017], [0.0014, -0.0032, -0.0083], [0.0230, 0.0413, 0.0095], [-0.3786, 0.1137, 0.0521], [-0.0220, 0.1168, -0.0884], [0.0002, 0.0113, -0.0015], [-0.0005, -0.0022, 0.0018], [-0.0130, 0.0844, -0.1193], [-0.0034, 0.0202, 0.0376], [-0.0080, -0.0046, -0.0047], [-0.0633, 0.0510, 0.0212], [0.0040, -0.0016, -0.0030], [-0.0089, -0.0162, -0.0025], [-0.0268, 0.0037, -0.0223], [-0.0090, -0.0009, 0.0052], [-0.0569, -0.0553, -0.0614], [-0.0082, -0.0022, 0.0068], [-0.0028, 0.0077, -0.0094], [0.0015, 0.0038, -0.0035], [0.0019, -0.0008, 0.0006]],
  "mulliken_charge": [0.1765, 0.3953, -0.6835, 0.3146, -0.4663, 0.4828, 2.4908, -0.6067, -1.8340, 0.1791, -0.5056, 0.4981, 0.4126, 0.3866, -0.6484, -0.7665, -0.7350, 0.6723, -0.2689, 0.2970, -0.2103, -0.5198, -0.0597, 0.3934, 0.3794, 0.3072, -0.1067, 1.1295, -1.1444, -0.1999, 0.8282, -1.1356, 0.3370, 0.3342, -0.2919, 1.1172, -0.1039, -0.6778, 0.4203, 0.4055, 0.2874, 0.2314, 0.1619, -0.0259, -0.8852, -0.0859, 0.3235]
}